Below is a structure of composition C17H30Cl4N5O3PPtS, with properties calculated with ωB97M-V/def2-TZVPD.

Results
Charge ... +2
Energy relative to the best compared isomer or geometry (same formula, charge and spin) ... 0.00 kJ/mol
2S+1 ... 5
Kohn-Sham gap (spin up / spin down) ... 8.369 / 4.946 eV
HOMO level (spin up / spin down) ... -0.5161 / -0.5195 Eh
Lowest unoccupied orbital energy (spin up / spin down) ... -5.675 / -9.190 eV

Each line ends with the Mulliken charge.
Positions of all 62 atoms, in Å:
Pt (0.408750, -0.846297, -1.037611)  2.339
Cl (5.831705, -4.832984, 0.809166)  -0.088
C (4.419110, -3.907882, 0.878207)  0.365
C (3.733749, -3.755026, 2.068809)  0.211
Cl (4.296220, -4.491399, 3.488921)  -0.103
C (2.544292, -2.973117, 2.123078)  0.449
Cl (1.700732, -2.775937, 3.556174)  -0.021
C (2.030907, -2.322452, 0.955576)  -0.318
O (0.996418, -1.614299, 0.990091)  -1.055
C (2.741520, -2.501592, -0.308677)  0.669
O (2.293408, -1.974586, -1.356148)  -0.957
C (3.938212, -3.287307, -0.322093)  0.285
Cl (4.743001, -3.467885, -1.767701)  -0.029
C (-4.233465, -0.972339, -1.009429)  -1.320
N (-3.061400, -1.713261, -1.479432)  0.161
C (-2.551185, -2.719061, -0.546847)  -0.971
C (-2.390380, -1.355814, -2.575079)  0.467
S (-0.696078, -1.781042, -2.778303)  -0.267
N (-3.005403, -0.734889, -3.575451)  0.068
C (-2.257454, -0.038752, -4.629717)  -1.104
C (-4.426914, -0.957428, -3.872689)  -1.167
H (-4.094246, -0.770949, 0.052853)  0.466
H (-5.153576, -1.541189, -1.138803)  0.380
H (-4.310948, -0.024485, -1.534475)  0.421
H (-3.404671, -3.153525, -0.030576)  0.421
H (-1.878256, -2.267302, 0.186453)  0.217
H (-2.026167, -3.503381, -1.082867)  0.383
H (-1.395303, 0.469818, -4.209921)  0.388
H (-2.926229, 0.696182, -5.071750)  0.406
H (-1.930529, -0.736288, -5.401212)  0.370
H (-4.793183, -1.812540, -3.312307)  0.402
H (-4.505614, -1.182638, -4.934986)  0.435
H (-5.030617, -0.078210, -3.652014)  0.364
C (-1.366621, 0.610591, 1.403579)  -0.508
N (-0.642557, 1.854006, 1.193267)  0.187
C (-1.430691, 2.861004, 0.484864)  -0.926
P (0.977141, 1.760920, 0.900693)  0.462
O (1.334286, 0.942273, -0.344964)  -1.674
N (1.574304, 3.246713, 0.642746)  0.454
C (1.981320, 3.774814, -0.656888)  -0.901
C (1.691872, 4.189396, 1.753603)  -1.018
N (1.585539, 1.062007, 2.251356)  0.810
C (2.986070, 0.656762, 2.231326)  -1.272
C (1.062912, 1.231781, 3.605769)  -1.091
H (-2.308507, 0.822496, 1.912695)  0.578
H (-0.789487, -0.081920, 2.012873)  0.233
H (-1.612950, 0.121121, 0.441536)  -0.366
H (-2.355712, 3.032284, 1.035030)  0.354
H (-1.683224, 2.537196, -0.531821)  0.287
H (-0.886253, 3.800038, 0.429938)  0.290
H (1.829847, 3.028565, -1.430254)  0.218
H (3.038605, 4.043904, -0.631046)  0.311
H (1.398420, 4.667601, -0.893451)  0.314
H (1.298287, 3.756040, 2.672704)  0.229
H (1.122176, 5.096317, 1.540933)  0.421
H (2.736968, 4.460312, 1.914267)  0.329
H (3.333354, 0.518558, 1.207745)  0.403
H (3.098288, -0.280498, 2.782550)  0.278
H (3.620124, 1.405867, 2.714181)  0.355
H (0.057268, 1.642220, 3.584343)  0.414
H (1.701463, 1.905547, 4.183405)  0.366
H (1.041348, 0.261940, 4.107780)  0.194

Forces on atoms 1 to 3 (eV/Å):
Pt -0.08 0.31 -0.15
Cl -0.03 0.02 0.01
C 0.09 -0.04 -0.08